Computed, not measured: a cluster of 2 separate species, C4H11NO in total at a distorted geometry, with ωB97M-V with the def2-TZVPD basis set.

The spin multiplicity is 2. The value obtained for the energy above the lowest of the compared OMol25 structures with the same formula, charge and spin is 41.5 kcal per mole. As for the total charge: -1.

Element x y z (Å)
N 1.7568 0.7405 -0.1576
C 0.6032 1.2313 -0.9416
C -2.2048 -0.6895 1.0600
C -1.2417 0.4293 0.6942
C -0.7603 0.4801 -0.6085
H 2.5286 0.5130 -0.7947
H 2.1285 1.4482 0.5419
H 0.9065 1.0525 -2.0038
H 0.2733 2.3286 -0.8395
H -2.8940 -0.2825 1.8671
H -2.8643 -1.1551 0.3500
H -1.6695 -1.3925 1.6609
H -0.6535 1.0502 1.2975
H -1.2677 0.0404 -1.5212
H 2.2582 -2.4888 -0.4849
H 1.2996 -1.2927 -0.3380
O 1.8012 -2.0131 0.2182